Entry 1:
{
  "formula": "C14H11Cl3N4O2RhS2",
  "method": "ωB97M-V with the def2-TZVPD basis set",
  "e_homo_ha": [-0.386, -0.386],
  "total_charge": 1,
  "lumo_ev": [-5.028, -5.026],
  "elements": ["Rh", "Cl", "C", "C", "C", "Cl", "C", "O", "C", "Cl", "C", "H", "H", "N", "C", "N", "C", "C", "S", "C", "C", "S", "C", "N", "N", "H", "H", "H", "H", "H", "H", "C", "C", "O", "H", "H", "H"],
  "coordinates": [[0.05022, 0.30183, -0.34424], [4.76572, 0.18793, 4.95666], [3.95352, 0.13783, 3.45416], [2.55962, 0.22093, 3.42916], [1.91572, 0.16363, 2.21806], [0.20712, 0.34423, 2.10636], [2.59042, -0.03817, 0.98386], [1.97192, -0.23707, -0.12084], [4.01562, -0.05267, 1.05956], [4.88292, -0.21927, -0.40124], [4.67742, 0.02773, 2.26786], [2.00072, 0.32873, 4.34536], [5.75452, -0.00797, 2.27576], [-0.80838, -3.43517, -0.38724], [-1.83318, -2.57747, -0.37514], [-1.72288, -1.29137, -0.47044], [-2.93448, -0.64027, -0.45234], [-4.04818, -1.53567, -0.37194], [-3.52338, -3.16347, -0.26334], [-2.94108, 0.74543, -0.48204], [-4.05018, 1.64353, -0.39734], [-3.52188, 3.27473, -0.41644], [-1.84408, 2.69463, -0.56424], [-1.73438, 1.39863, -0.57174], [-0.81458, 3.54713, -0.62894], [0.12842, -3.06307, -0.42994], [-0.94418, -4.40967, -0.18454], [-5.08128, -1.26627, -0.33304], [-5.08588, 1.38733, -0.35374], [-0.98358, 4.53763, -0.67274], [0.07922, 3.20343, -0.96394], [0.30432, -0.80557, -3.12034], [0.40572, 0.40303, -2.26704], [0.74652, 1.51133, -2.54894], [0.39902, -0.51827, -4.16754], [-0.64738, -1.30447, -2.94724], [1.11032, -1.49387, -2.86014]],
  "forces_ev_per_a": [[-1.2, -0.5, -1.0], [0.3, 0.0, 0.4], [-0.6, 0.0, -0.6], [0.6, 0.1, 0.3], [1.3, -0.2, -1.1], [-0.9, 0.2, 0.9], [1.1, 0.0, 2.6], [-1.3, 0.0, -2.2], [-1.1, -0.1, 0.3], [0.3, -0.1, -0.4], [-0.3, 0.1, 0.2], [0.0, 0.0, 0.1], [0.1, 0.0, 0.1], [0.3, 0.0, -0.1], [-1.1, -1.2, 0.2], [1.6, 1.4, 0.2], [-3.1, -4.4, 0.2], [2.6, 2.2, -0.1], [1.4, 0.7, -0.2], [-3.1, 4.4, 0.1], [2.6, -2.1, -0.2], [1.3, -0.7, -0.2], [-1.1, 1.2, 0.1], [0.9, -0.8, 0.2], [0.4, 0.0, 0.0], [0.0, -0.1, 0.1], [0.1, 0.0, 0.0], [-0.3, 0.0, 0.0], [-0.3, -0.1, 0.1], [0.0, 0.0, 0.0], [-0.2, 0.1, 0.0], [0.0, -0.1, -0.4], [-0.1, 0.4, 0.3], [0.0, -0.4, 0.3], [0.0, 0.0, 0.0], [0.0, 0.0, 0.0], [0.0, 0.1, 0.1]],
  "nbo_charge": [0.861, 0.050, -0.065, -0.224, -0.136, 0.063, 0.286, -0.702, -0.096, 0.053, -0.216, 0.245, 0.251, -0.780, 0.311, -0.537, 0.098, -0.414, 0.442, 0.096, -0.411, 0.455, 0.315, -0.518, -0.779, 0.420, 0.424, 0.256, 0.257, 0.423, 0.429, -0.752, 0.605, -0.495, 0.261, 0.252, 0.272]
}


Entry 2:
{
  "formula": "C11H13NS",
  "method": "ωB97M-V with the def2-TZVPD basis set",
  "e_homo_ha": -0.276,
  "e_above_lowest_kcal_mol": 77.53,
  "lumo_ev": 0.852,
  "elements": ["C", "C", "C", "C", "C", "C", "C", "C", "C", "C", "C", "N", "S", "H", "H", "H", "H", "H", "H", "H", "H", "H", "H", "H", "H", "H"],
  "coordinates": [[-3.43502, -0.19898, 0.41514], [-2.87380, -1.35853, -0.27243], [-2.47571, 0.79440, 0.63348], [-1.58503, -1.39245, -0.81839], [-1.13767, 0.77543, 0.06760], [-0.65400, -0.31637, -0.59387], [-0.30246, 1.92294, 0.30238], [0.99153, 2.04354, 0.17795], [1.77693, 0.08435, -0.59289], [2.74050, 0.57514, -1.58328], [1.31371, -1.21746, 2.05921], [0.64450, -0.45195, -1.10918], [2.65987, -0.56317, 1.04757], [-4.41189, -0.16479, 0.75507], [-3.55408, -2.20427, -0.28843], [-2.68576, 1.69020, 1.14055], [-1.37549, -2.14546, -1.57041], [-0.77683, 2.67388, 0.77957], [1.81014, 2.71700, 0.14145], [3.71124, 0.91316, -1.21237], [2.35418, 1.40727, -2.14173], [3.15090, -0.09942, -2.38669], [1.84960, -1.68063, 2.84590], [0.83033, -2.08606, 1.48638], [0.63886, -0.43043, 2.37961], [0.79544, -1.28737, -1.66222]],
  "forces_ev_per_a": [[5.1, -0.9, -1.2], [-0.8, 1.4, 0.6], [0.6, -1.0, -1.8], [-0.8, 1.0, 0.4], [-1.2, -0.3, 1.3], [-0.9, -2.2, -0.8], [1.6, -0.9, 0.0], [1.4, -4.8, -2.3], [0.1, 4.3, 3.9], [2.5, -0.2, -1.7], [-0.5, -1.0, -2.2], [-1.5, -1.0, -0.3], [-0.6, 0.4, -2.0], [-1.6, 0.0, 0.7], [0.3, -0.2, -0.7], [-0.6, 1.0, 0.7], [0.4, -0.4, 0.5], [-1.9, 2.9, 1.2], [0.1, 0.7, 0.4], [-0.3, 0.2, 0.8], [-0.5, 0.4, -0.2], [-1.0, -0.3, 0.7], [0.3, -0.3, 1.2], [0.2, 1.5, 0.9], [-0.2, -0.2, 0.1], [-0.2, 0.0, -0.1]],
  "nbo_charge": [-0.243, -0.182, -0.151, -0.248, -0.130, 0.200, -0.278, -0.108, 0.137, -0.696, -0.748, -0.657, 0.126, 0.216, 0.211, 0.200, 0.211, 0.201, 0.209, 0.232, 0.229, 0.211, 0.230, 0.221, 0.225, 0.382]
}


Entry 3:
{
  "formula": "C3H3O3Pt",
  "method": "ωB97M-V with the def2-TZVPD basis set",
  "e_homo_ha": [-0.686, -0.803],
  "total_charge": 2,
  "e_above_lowest_kcal_mol": 36.96,
  "s_squared": 3.78,
  "lumo_ev": [-10.577, -13.706],
  "multiplicity": 4,
  "elements": ["O", "Pt", "O", "C", "O", "C", "H", "C", "H", "H"],
  "coordinates": [[3.21932, 1.33984, 0.91404], [0.71678, -0.97059, -0.98972], [2.17670, -0.22449, -0.40884], [2.85482, 0.48996, 0.23039], [-1.64669, -0.43291, 0.42996], [-1.08394, -1.38470, -0.27373], [-1.56422, -2.36055, -0.08525], [-1.56419, 0.87138, 0.12982], [-0.83093, 1.18392, -0.61671], [-2.27765, 1.48815, 0.67003]],
  "forces_ev_per_a": [[0.3, -2.0, -1.4], [-7.8, -4.7, -3.7], [8.0, 2.3, 1.7], [0.4, 4.1, 2.9], [-0.7, 0.6, -1.4], [-0.5, 0.3, 1.4], [0.3, 0.2, -0.3], [0.0, -0.9, 0.7], [-0.4, 0.1, 0.1], [0.3, 0.0, 0.0]],
  "nbo_charge": [-0.248, 1.177, -0.655, 1.121, -0.337, 0.051, 0.269, 0.188, 0.168, 0.265]
}


Entry 4:
{
  "formula": "C4H4N2O2",
  "method": "ωB97M-V with the def2-TZVPD basis set",
  "e_homo_ha": -0.371,
  "smiles": "COC1=NC=NC1=O",
  "e_above_lowest_kcal_mol": 70.92,
  "lumo_ev": -0.631,
  "elements": ["C", "O", "C", "N", "C", "N", "C", "O", "H", "H", "H", "H"],
  "coordinates": [[-1.40768, 1.11367, 1.10562], [-0.02372, 0.75638, 1.20203], [0.34794, -0.11811, 0.33013], [-0.35709, -0.35309, -0.66695], [0.49848, -0.95914, -1.66528], [1.73144, -1.09965, -1.47006], [1.84599, -0.76129, -0.11700], [2.75004, -0.87089, 0.59430], [-1.69437, 1.81343, 2.04358], [-2.02202, 0.18423, 1.14665], [-1.72759, 1.56425, 0.04629], [0.05857, -1.26980, -2.54930]],
  "forces_ev_per_a": [[-2.5, 1.4, 0.1], [0.2, 0.3, 1.8], [2.6, -0.2, -1.9], [-1.5, -1.3, -3.3], [-1.7, 0.7, 1.4], [0.7, -0.3, 0.8], [-1.7, 1.8, 0.8], [2.4, -0.4, 1.6], [1.0, -1.6, -2.5], [0.5, 0.6, 0.2], [1.2, -0.6, 2.5], [-1.0, -0.4, -1.7]],
  "nbo_charge": [-0.298, -0.451, 0.493, -0.591, 0.338, -0.501, 0.636, -0.448, 0.215, 0.203, 0.220, 0.184]
}


Calculated values (eV) of total energy for the records, taken in order: -86991.86520; -23939.08688; -12520.85743; -11285.46435.